{"formula": "C23H29N3O4", "method": "ωB97M-V/def2-TZVPD", "symbols": ["C", "H", "O", "C", "C", "C", "C", "C", "C", "H", "C", "O", "N", "H", "C", "C", "C", "N", "C", "C", "O", "N", "H", "C", "C", "C", "C", "C", "C", "C", "O", "C", "H", "H", "H", "H", "H", "H", "H", "H", "H", "H", "H", "C", "C", "H", "H", "H", "H", "H", "H", "H", "H", "H", "H", "H", "H", "H", "H"], "coordinates": [[0.99, 2.75, 7.08], [0.22, 2.34, 7.73], [1.01, 1.92, 5.94], [1.92, 2.19, 4.96], [2.82, 3.26, 4.96], [3.70, 3.41, 3.91], [3.71, 2.52, 2.86], [2.81, 1.46, 2.84], [1.92, 1.30, 3.89], [1.24, 0.46, 3.93], [2.88, 0.50, 1.69], [3.92, 0.24, 1.12], [1.69, -0.03, 1.33], [0.85, 0.25, 1.81], [1.55, -1.03, 0.29], [0.71, -0.52, -0.88], [0.57, -1.62, -1.92], [-0.08, -2.78, -1.33], [-0.46, -3.76, -2.33], [-1.62, -3.24, -3.18], [-1.78, -3.56, -4.34], [-2.47, -2.46, -2.49], [-2.16, -2.15, -1.58], [-3.48, -1.66, -3.14], [-2.92, -0.32, -3.56], [-2.61, -0.06, -4.89], [-2.05, 1.15, -5.26], [-1.80, 2.11, -4.30], [-2.09, 1.87, -2.97], [-2.64, 0.65, -2.59], [-2.94, 0.31, -1.30], [-2.86, 1.31, -0.31], [-1.83, 1.65, -0.16], [-3.21, 0.84, 0.61], [-3.50, 2.16, -0.54], [-1.88, 2.63, -2.24], [-1.36, 3.06, -4.58], [-1.81, 1.33, -6.30], [-2.80, -0.83, -5.62], [-3.82, -2.21, -4.02], [-4.31, -1.52, -2.45], [-0.81, -4.66, -1.82], [0.36, -4.04, -3.00], [0.75, -3.33, -0.27], [0.92, -2.31, 0.84], [1.54, -2.72, 1.64], [-0.07, -2.07, 1.26], [0.25, -4.22, 0.12], [1.74, -3.63, -0.65], [-0.04, -1.26, -2.76], [1.56, -1.89, -2.32], [1.17, 0.36, -1.32], [-0.28, -0.25, -0.51], [2.57, -1.24, -0.05], [4.41, 2.63, 2.04], [4.40, 4.24, 3.93], [2.83, 3.96, 5.78], [1.95, 2.74, 7.60], [0.73, 3.79, 6.82]], "largest_force_ev_per_a": 0.46, "spin_multiplicity": 1, "total_charge": 0, "homo_energy_ev": -8.69, "de_lowest_ev": 1.168, "gap_ev": 9.06}